22
Properties=species:S:1:pos:R:3:forces:R:3 method="wB97M-V/def2-TZVPD" charge=0 total_energy_ev=-31165.442 multiplicity=3 orbital_gap_ev="6.2 / 7.6"
C -1.584370 -1.682530 0.664428 -1.10 -1.15 -0.08
C -2.389377 -0.539161 0.673449 -0.89 1.23 -0.54
C 2.618329 0.038136 -0.270305 -1.84 -0.79 -1.41
C 1.764076 -1.187330 0.175775 1.45 2.13 3.11
C 1.791279 1.044281 -1.057102 -2.36 0.58 0.79
C 0.009103 1.044649 0.866833 -0.29 2.07 2.22
C -2.331061 0.393390 -0.335220 -0.03 -1.79 -2.41
O -3.250900 1.438683 -0.519329 1.29 -0.97 1.19
S 0.560050 -0.478625 1.439329 2.09 -1.07 1.16
S 1.016574 2.219432 0.119293 -0.12 -0.31 0.09
H -1.535048 -2.436425 1.520706 -0.09 1.27 -1.57
H -1.144130 -1.911535 -0.345522 -0.20 -0.06 1.39
H -3.074126 -0.170452 1.426758 0.02 -0.78 0.74
H 3.122557 0.617238 0.493798 -0.14 -0.50 0.65
H 3.348766 -0.464301 -0.827683 1.46 -0.06 -1.46
H 1.164210 -1.739643 -0.497086 -0.17 -0.21 -1.37
H 2.561293 -1.859132 0.644841 -1.74 0.59 -0.01
H 2.263750 1.786542 -1.608697 1.73 0.63 -1.53
H 0.851523 0.796916 -1.632151 1.43 -0.82 0.36
H -0.623623 1.581654 1.698927 0.90 -1.42 -1.73
H -1.625854 0.048693 -1.199704 -1.36 1.40 1.09
H -3.513015 1.459524 -1.431340 -0.05 0.04 -0.67